(1)
{
  "formula": "C11H20CoN3S",
  "method": "ωB97M-V with the def2-TZVPD basis set",
  "symbols": ["Co", "C", "N", "C", "C", "C", "N", "C", "C", "H", "H", "H", "H", "H", "H", "H", "H", "H", "H", "H", "H", "H", "H", "H", "H", "S", "C", "C", "C", "C", "C", "N", "H", "H", "H", "H"],
  "positions_angstrom": [[0.440, 0.364, 0.010], [-1.645, -1.560, 0.347], [-0.525, -1.219, -0.571], [-1.065, -0.944, -1.929], [0.458, -2.346, -0.628], [1.791, -1.776, -1.044], [2.102, -0.638, -0.132], [2.672, -1.138, 1.147], [3.082, 0.285, -0.765], [-2.150, -2.457, -0.018], [-2.355, -0.738, 0.375], [-1.256, -1.746, 1.345], [-1.530, -1.849, -2.324], [-0.268, -0.639, -2.609], [-1.818, -0.165, -1.869], [0.105, -3.110, -1.323], [0.510, -2.798, 0.361], [1.752, -1.392, -2.064], [2.587, -2.523, -1.009], [3.560, -1.736, 0.936], [1.946, -1.746, 1.682], [2.959, -0.293, 1.769], [4.016, -0.241, -0.972], [3.287, 1.114, -0.089], [2.684, 0.664, -1.708], [0.504, 0.950, 2.104], [-0.895, 1.875, 1.567], [-1.703, 2.735, 2.276], [-2.707, 3.381, 1.562], [-2.857, 3.144, 0.202], [-2.008, 2.250, -0.428], [-1.046, 1.621, 0.256], [-1.548, 2.904, 3.332], [-3.366, 4.075, 2.068], [-3.623, 3.646, -0.372], [-2.088, 2.045, -1.487]],
  "mulliken_charge": [-0.2856, -1.0892, 0.5127, -0.9200, -0.7202, -0.7597, 0.4918, -1.2922, -0.9407, 0.3906, 0.3315, 0.4093, 0.4136, 0.3554, 0.2462, 0.3921, 0.4620, 0.3608, 0.4163, 0.3422, 0.4041, 0.4476, 0.4123, 0.2934, 0.3975, -0.1407, 0.8890, -0.7455, -0.1139, -0.9131, 0.0414, 0.0596, 0.4692, 0.4431, 0.4365, 0.5024],
  "total_charge": 2,
  "orbital_gap_ev": [7.83, 5.93],
  "e_lumo_ev": [-8.458, -10.180],
  "homo_energy_ev": [-16.29, -16.11],
  "total_energy_ev": -64647.786
}

---

(2)
{
  "formula": "C32H49ClNO3PRuS",
  "method": "ωB97M-V with the def2-TZVPD basis set",
  "symbols": ["Ru", "Cl", "P", "C", "H", "H", "C", "C", "C", "H", "C", "H", "H", "C", "H", "H", "C", "H", "H", "C", "H", "H", "H", "H", "C", "C", "H", "C", "H", "H", "C", "H", "H", "C", "H", "H", "C", "H", "H", "H", "H", "C", "H", "C", "H", "H", "C", "H", "H", "C", "H", "H", "C", "H", "H", "H", "H", "C", "C", "H", "C", "H", "C", "H", "H", "C", "H", "H", "C", "H", "H", "H", "H", "O", "S", "O", "N", "C", "O", "C", "C", "C", "C", "C", "C", "H", "H", "H", "H"],
  "positions_angstrom": [[0.020, -0.477, 1.272], [1.033, -0.921, 3.330], [0.116, 0.126, -1.004], [-1.677, 0.182, 1.410], [-2.607, -0.395, 1.376], [-1.801, 1.249, 1.629], [1.941, 0.373, -1.260], [-0.719, 1.773, -1.244], [2.483, 0.482, -2.693], [2.095, 1.330, -0.740], [3.980, 0.832, -2.667], [2.354, -0.476, -3.212], [1.933, 1.235, -3.264], [4.780, -0.205, -1.870], [4.360, 0.904, -3.693], [4.107, 1.822, -2.207], [4.226, -0.355, -0.448], [4.725, -1.175, -2.386], [5.839, 0.076, -1.836], [2.730, -0.689, -0.466], [4.772, -1.132, 0.099], [4.365, 0.584, 0.104], [2.573, -1.681, -0.911], [2.372, -0.736, 0.575], [-0.570, -0.970, -2.356], [-2.239, 1.631, -1.437], [-0.553, 2.213, -0.252], [-2.916, 3.002, -1.308], [-2.472, 1.210, -2.422], [-2.647, 0.938, -0.689], [-2.319, 4.003, -2.305], [-3.996, 2.901, -1.466], [-2.772, 3.377, -0.285], [-0.800, 4.123, -2.124], [-2.537, 3.667, -3.330], [-2.792, 4.985, -2.187], [-0.105, 2.758, -2.253], [-0.381, 4.822, -2.858], [-0.585, 4.534, -1.129], [-0.207, 2.394, -3.283], [0.965, 2.877, -2.054], [0.119, -2.343, -2.455], [-1.607, -1.138, -2.023], [-0.632, -3.270, -3.423], [1.148, -2.204, -2.811], [0.180, -2.820, -1.477], [-0.763, -2.643, -4.815], [-0.116, -4.235, -3.483], [-1.634, -3.469, -3.016], [-1.410, -1.257, -4.726], [0.236, -2.546, -5.263], [-1.346, -3.296, -5.475], [-0.641, -0.340, -3.764], [-1.456, -0.791, -5.718], [-2.447, -1.359, -4.374], [0.373, -0.187, -4.147], [-1.120, 0.639, -3.732], [0.114, -2.910, 1.021], [-1.198, -2.538, 0.806], [0.831, -2.816, 0.209], [-2.284, -2.931, 1.774], [-1.516, -2.243, -0.189], [-1.725, -3.307, 3.149], [-3.034, -2.135, 1.863], [-2.821, -3.790, 1.340], [-0.618, -4.353, 2.988], [-1.315, -2.412, 3.631], [-2.531, -3.692, 3.784], [0.552, -3.808, 2.151], [-0.248, -4.676, 3.966], [-1.041, -5.240, 2.496], [1.260, -3.274, 2.793], [1.107, -4.640, 1.694], [1.074, 5.294, 4.176], [1.418, 3.858, 4.596], [2.929, 3.732, 4.839], [1.379, 3.132, 3.004], [0.595, 2.114, 2.907], [0.564, 1.441, 1.713], [-0.142, 1.810, 4.189], [-1.098, 0.821, 4.501], [-1.622, 0.737, 5.799], [-1.207, 1.632, 6.792], [-0.269, 2.624, 6.488], [0.239, 2.693, 5.190], [-1.443, 0.099, 3.794], [-2.348, -0.032, 6.037], [-1.613, 1.555, 7.792], [0.057, 3.321, 7.249]],
  "mulliken_charge": [-0.6382, -0.4943, 1.7422, -1.5368, 0.2626, 0.8445, -0.6822, -0.0910, -0.9437, 1.1269, -0.9039, 0.2119, 0.2905, -0.7390, 0.4028, 0.3788, -1.0013, 0.3131, 0.4169, 0.0572, 0.4239, 0.4138, 0.2604, -0.2696, 0.1020, -0.8187, 0.7704, -0.9404, 0.2821, 0.2306, -0.6910, 0.4302, 0.3348, -0.9989, 0.3044, 0.3853, -0.4639, 0.4423, 0.3823, 0.1509, 0.3708, -0.1714, 0.9716, -0.9243, 0.2856, -0.3312, -0.7866, 0.4246, 0.3592, -1.0618, 0.3331, 0.4434, -0.1981, 0.4045, 0.3651, 0.0993, 0.1324, -0.9891, 1.2216, 0.5547, -0.8606, 0.2901, -0.3383, 0.3392, 0.3534, -0.9254, -0.1101, 0.4260, -1.0819, 0.4191, 0.3232, 0.3230, 0.4084, -0.7027, 0.8653, -0.6778, -0.7021, 0.1018, -0.6418, 0.8914, 0.5516, -1.2819, -0.5201, -0.6953, -0.2681, 0.1229, 0.3810, 0.3589, 0.3997],
  "total_charge": -1,
  "orbital_gap_ev": [2.95, 5.13],
  "e_lumo_ev": [2.063, 0.661],
  "homo_energy_ev": [-0.89, -4.47],
  "spin_multiplicity": 6,
  "total_energy_ev": -76835.367
}

---

(3)
{
  "formula": "C4H9N2S",
  "method": "ωB97M-V with the def2-TZVPD basis set",
  "symbols": ["C", "C", "C", "C", "N", "N", "S", "H", "H", "H", "H", "H", "H", "H", "H", "H"],
  "positions_angstrom": [[0.038, -1.200, 0.160], [-1.994, 0.107, -0.091], [0.228, 0.859, 1.179], [0.983, 1.602, 0.143], [-1.137, -1.095, -0.344], [0.975, -2.085, -0.008], [-1.438, 0.792, 1.529], [-2.016, 0.910, -0.857], [-2.937, -0.313, 0.063], [0.700, 0.732, 2.147], [0.808, 2.729, 0.388], [0.541, 1.408, -0.831], [2.076, 1.528, 0.247], [-1.752, -1.845, -0.910], [1.913, -2.030, 0.535], [0.857, -3.031, -0.496]],
  "mulliken_charge": [0.2453, -0.5061, -0.1495, -0.8791, -0.2828, -0.3782, 0.0121, 0.2767, 0.4421, 0.4048, 0.3192, 0.2979, 0.3328, 0.3258, 0.2861, 0.2530],
  "e_above_lowest_ev": 3.242,
  "total_charge": 1,
  "orbital_gap_ev": 8.87,
  "e_lumo_ev": -4.260,
  "homo_energy_ev": -13.13,
  "total_energy_ev": -18100.284
}